P.
Entry from the Open Molecules 2025 dataset: a gas-phase ion, C4H12NS2 (charge +1) (wB97M-V/def2-TZVPD).

- molecular weight (g mol⁻¹) = 138.3
- E_LUMO (Ha) = -0.12783
- charge = +1
- frontier orbital gap (Eh) = 0.35806
- SMILES = CS[C@@H]([NH3+])[C@@H](C)S

The geometry in XYZ format:
```
19
Properties=species:S:1:pos:R:3:mulliken_charge:R:1
H -1.24 1.84 0.58 0.30
H -0.16 2.42 -0.72 0.40
C 0.12 0.37 0.08 -0.35
H -1.40 0.18 -1.60 0.38
C -1.05 -1.73 -0.73 -1.43
H 0.22 -0.17 1.10 0.37
C 2.88 -0.07 0.56 -0.71
C -1.15 -0.24 -0.65 -0.05
N -0.25 1.90 0.20 -0.29
S -2.68 0.17 0.30 -0.24
H -0.72 -2.02 0.25 0.40
H -0.34 -2.11 -1.48 0.37
H 0.26 2.35 1.05 0.38
H 3.67 0.79 0.36 0.33
H -2.13 -2.05 -1.04 0.38
H -3.17 -1.03 0.58 0.18
H 2.33 0.21 1.49 0.25
H 3.08 -1.14 0.49 0.31
S 1.74 0.32 -0.82 0.03
```

=====

Q.
Entry from the Open Molecules 2025 dataset: a gas-phase ion, C4H12NS2 (charge +1) (wB97M-V/def2-TZVPD).

- molecular weight (g mol⁻¹) = 138.3
- E_LUMO (Ha) = -0.12144
- charge = +1
- frontier orbital gap (Eh) = 0.34663
- SMILES = CSSC[C@@H](C)[NH3+]

The geometry in XYZ format:
```
19
Properties=species:S:1:pos:R:3:mulliken_charge:R:1
H 2.53 0.35 -2.53 0.30
H -0.38 1.37 -0.67 0.13
S 0.03 0.24 -2.67 -0.13
C -0.96 0.15 0.99 0.33
C -0.33 -1.06 0.19 -1.09
H 0.55 0.28 2.60 0.43
N -0.58 1.44 0.38 -0.09
H 0.76 -1.09 0.23 0.40
H -0.66 -1.98 0.67 0.40
C -0.51 0.07 2.44 -1.46
H 1.84 -1.20 -1.97 0.26
S -0.93 -1.25 -1.53 0.04
H -1.32 2.14 0.50 0.39
C 1.76 -0.40 -2.71 -0.69
H -2.04 0.03 0.93 0.24
H -1.10 0.81 3.00 0.41
H 0.19 1.80 0.94 0.40
H -0.78 -0.87 2.91 0.40
H 1.93 -0.82 -3.70 0.32
```

=====

Most stable structure, least stable structure: Q, P.